Arrangement 1

Entry from the OMol25 dataset: a structure of composition C22H68N16O10 (the ωB97M-V functional and the def2-TZVPD basis).

Values from the calculation:
frontier orbital gap = 7.091 eV
net charge = 0
E_HOMO = -7.259 eV

Last column: Mulliken charge in e.
CARTESIAN COORDINATES (ANGSTROEM)
1 H -22.226 14.249 -13.533  0.298
2 H -20.059 10.237 -13.108  0.560
3 H -16.160 18.444 -1.976  0.249
4 H -23.700 17.701 -7.770  0.592
5 N -16.250 16.277 -7.557  -0.015
6 N -19.502 15.520 -7.199  -0.445
7 H -17.691 15.777 -5.968  1.170
8 H -19.775 12.340 -5.849  0.055
9 H -19.322 12.207 -12.126  0.102
10 C -20.415 15.820 -8.003  -1.534
11 H -23.678 17.029 -11.005  0.942
12 H -22.138 12.150 -7.569  0.363
13 H -15.726 13.633 -8.981  0.225
14 C -19.673 9.695 -12.245  -1.112
15 H -19.029 13.737 -2.977  0.217
16 H -16.793 13.294 -11.700  0.240
17 H -17.019 16.883 -7.307  -0.631
18 N -22.572 19.389 -10.474  -0.719
19 H -20.275 19.455 -10.941  0.317
20 H -20.521 12.303 -12.848  0.435
21 N -15.580 14.501 -8.485  -0.487
22 C -22.716 14.296 -9.031  0.259
23 O -17.775 17.324 -4.516  -0.474
24 C -24.086 16.560 -5.808  0.156
25 H -21.183 13.513 -10.806  -1.162
26 H -21.766 19.282 -11.073  0.139
27 H -15.368 16.591 -7.936  0.328
28 O -23.109 13.818 -10.234  -0.365
29 H -17.283 21.456 -2.789  0.263
30 H -16.721 11.780 -11.346  0.371
31 N -18.002 20.871 -3.191  -0.695
32 O -18.736 10.407 -11.453  -0.448
33 H -17.765 17.910 -1.985  0.220
34 H -21.577 14.784 -11.563  0.643
35 C -22.809 17.001 -10.348  -1.070
36 H -19.679 19.796 -9.377  0.190
37 H -18.772 20.772 -2.545  0.274
38 H -21.136 14.477 -5.431  1.864
39 N -21.738 12.625 -6.772  -0.360
40 C -21.863 15.717 -12.050  -1.450
41 C -22.141 12.992 -10.808  -0.773
42 C -17.176 18.820 -2.099  -1.227
43 H -22.660 13.593 -8.200  -1.588
44 H -22.884 14.889 -5.273  0.544
45 C -18.294 16.655 -5.738  -2.594
46 C -22.624 13.429 -6.376  0.003
47 C -18.595 13.957 -10.036  0.322
48 H -18.924 12.416 -4.360  0.256
49 H -21.284 10.872 -12.401  0.330
50 H -20.206 11.691 -10.686  0.452
51 C -19.230 11.688 -11.171  -0.321
52 N -19.777 19.126 -10.126  -0.099
53 H -21.807 14.897 -9.042  -0.367
54 H -19.367 16.544 -5.893  0.560
55 C -19.019 18.114 -10.096  0.184
56 H -23.570 19.446 -8.079  0.468
57 H -17.953 14.506 -9.348  -0.500
58 N -20.015 16.081 -9.196  0.701
59 H -23.246 19.335 -11.224  0.340
60 H -18.363 19.121 -5.365  0.271
61 H -20.448 9.135 -11.721  0.263
62 O -24.913 16.982 -5.008  -0.844
63 H -23.510 14.997 -8.773  0.900
64 C -22.563 18.269 -9.592  2.598
65 H -16.602 19.524 -4.092  0.361
66 N -22.102 14.432 -5.721  -0.182
67 N -19.153 17.344 -11.186  -0.324
68 H -19.563 13.923 -9.535  -0.615
69 C -16.658 15.064 -7.844  0.809
70 H -18.002 17.288 -6.576  1.116
71 N -22.979 13.696 -13.148  -0.882
72 O -21.657 16.795 -11.137  -0.297
73 N -19.583 12.843 -4.995  -0.282
74 H -20.591 16.661 -9.789  -0.441
75 H -19.064 15.895 -9.482  0.346
76 H -23.540 15.213 -7.207  0.143
77 H -21.587 18.164 -9.118  -0.408
78 H -20.766 12.833 -6.595  0.059
79 H -21.114 15.786 -12.839  0.210
80 O -17.803 14.644 -7.862  -0.571
81 N -19.234 14.402 -3.709  -0.407
82 H -19.448 15.363 -3.481  0.249
83 H -21.656 11.599 -14.010  0.383
84 H -18.781 14.501 -10.961  0.470
85 O -21.578 15.899 -7.690  -0.597
86 O -23.831 13.260 -6.561  -0.730
87 H -14.720 14.987 -8.695  0.163
88 C -18.336 18.622 -4.396  -0.641
89 H -22.145 16.482 -6.150  -0.063
90 C -21.478 11.793 -12.952  -1.682
91 H -17.449 19.431 -1.239  0.435
92 H -19.838 17.612 -11.878  0.253
93 C -17.463 19.539 -3.424  0.278
94 H -19.383 18.597 -4.093  0.293
95 H -18.126 12.054 -9.357  0.290
96 C -18.170 12.545 -10.329  0.067
97 H -23.670 14.305 -12.735  0.363
98 H -22.803 17.943 -5.356  0.209
99 H -18.946 9.017 -12.692  0.410
100 H -19.928 15.408 -6.290  0.822
101 H -18.404 16.708 -11.418  0.214
102 H -24.655 18.604 -8.931  0.409
103 H -22.730 16.162 -9.657  0.770
104 H -21.931 12.092 -10.231  1.899
105 N -22.903 17.107 -5.914  0.016
106 H -25.062 15.011 -6.255  0.177
107 H -22.838 15.624 -12.528  0.592
108 H -18.637 15.115 -7.527  1.078
109 O -20.258 14.866 -5.643  -0.518
110 N -24.212 15.493 -6.507  0.006
111 O -18.254 17.883 -9.173  -0.735
112 C -19.628 14.096 -4.912  0.026
113 C -23.645 18.464 -8.547  -2.592
114 N -16.867 12.676 -10.905  -0.627
115 H -23.408 11.912 -12.236  0.445
116 C -22.567 12.606 -12.231  -0.155

Arrangement 2

Entry from the OMol25 dataset: a cluster of 10 separate species, C22H68N16O10 in total (the ωB97M-V functional and the def2-TZVPD basis).

Values from the calculation:
SMILES string = COC[C@H](C)N.COC[C@H](C)N.COC[C@H](C)N.COC[C@H](C)N.NC(N)=O.NC(N)=O.NC(N)=O.NC(N)=O.NC(N)=O.NC(N)=O
frontier orbital gap = 8.836 eV
net charge = 0
E_HOMO = -8.878 eV

Last column: Mulliken charge in e.
CARTESIAN COORDINATES (ANGSTROEM)
1 C -2.455 -0.081 -0.942  -0.919
2 H 1.828 5.143 -2.349  0.171
3 H 4.019 0.901 -4.269  0.370
4 H 1.162 0.881 -1.723  -0.408
5 C -5.334 3.958 1.090  -0.931
6 H -6.489 2.517 -1.176  0.283
7 H -1.177 -1.636 6.910  0.264
8 H -4.111 5.992 0.054  0.238
9 N 2.576 3.637 2.467  -0.387
10 H -4.208 -2.907 -2.121  0.166
11 C 5.838 -1.321 0.062  0.569
12 N 1.544 5.060 -1.371  -0.410
13 O -2.063 -3.979 -4.255  -0.637
14 H -4.716 2.673 -1.132  0.015
15 C -3.922 4.223 1.235  1.817
16 N -3.725 5.678 0.948  -0.780
17 C 3.997 -0.161 -3.985  -1.093
18 N 4.557 -0.952 0.215  0.264
19 H -2.384 0.873 -1.533  0.307
20 H -3.093 0.148 -0.078  0.342
21 H -3.939 3.156 3.065  0.366
22 O 4.094 4.674 1.119  -0.730
23 N 2.084 -3.850 -3.018  -0.378
24 H 4.180 -0.649 1.086  -0.043
25 N -2.557 -3.035 7.667  -0.601
26 H -1.452 4.361 -1.808  0.194
27 C -3.004 -3.390 -3.835  0.652
28 H 7.535 -1.626 1.084  0.242
29 H -2.351 4.086 2.706  0.284
30 H 2.113 -2.449 0.548  0.137
31 H -0.533 -4.592 6.123  0.231
32 C 2.175 -2.563 2.493  0.544
33 H 1.546 -4.261 3.603  0.252
34 O 2.586 -1.430 2.684  -0.648
35 C -0.473 -0.017 0.367  -1.144
36 H -3.896 -2.577 -5.526  0.218
37 H 1.738 2.384 -0.906  0.194
38 H 1.691 -4.742 -3.286  0.195
39 C -2.246 -2.664 5.358  -0.787
40 H -2.855 -3.908 -1.894  0.197
41 H -2.297 -2.884 8.627  0.227
42 H 2.298 5.078 -0.696  0.179
43 N 6.585 -1.397 1.226  -0.416
44 H -0.807 2.009 -0.361  -0.405
45 N -3.872 -2.650 -4.523  -0.383
46 H -2.750 -3.633 5.177  0.362
47 H -2.343 -1.637 2.841  0.225
48 H 2.691 -1.632 -6.719  0.275
49 O -0.010 4.593 0.188  -0.635
50 O -5.767 4.251 -0.224  -0.367
51 H 0.553 -3.208 6.131  0.125
52 C 0.125 -1.669 -5.181  -0.131
53 H 3.328 -0.183 -6.763  0.277
54 C -3.442 4.032 2.668  -1.599
55 C 2.954 -0.816 -4.857  1.485
56 H 1.898 2.880 2.540  0.253
57 N 0.104 -3.222 -2.244  -0.233
58 O -1.263 -2.604 4.330  -0.124
59 H -1.233 0.020 1.258  0.112
60 H -0.304 1.580 2.090  0.053
61 H 0.318 -0.709 0.681  -0.255
62 H 1.499 0.024 -3.673  0.072
63 C 1.680 0.039 -4.740  -0.606
64 H -5.745 3.723 -2.172  0.256
65 H -0.377 -2.384 -1.979  -0.098
66 H -4.465 -2.008 -4.029  0.152
67 H 4.142 -0.881 -0.711  -0.175
68 O 1.850 -2.071 -1.555  -0.110
69 H -2.771 5.962 0.981  0.254
70 H -2.906 -1.799 5.286  0.301
71 H -0.345 -3.665 -3.037  0.365
72 H -2.982 -0.794 -1.576  0.138
73 N -0.527 4.619 -2.045  -0.411
74 N 3.355 -1.046 -6.254  -0.765
75 H -0.419 -1.550 -4.243  -0.150
76 H -3.420 3.499 0.565  -0.566
77 H 2.166 -4.051 1.123  0.292
78 C 0.024 1.408 0.101  1.782
79 N 4.064 2.427 1.355  -0.229
80 O 6.300 -1.731 -0.973  -0.677
81 H 3.676 -0.227 -2.939  0.034
82 N 1.891 -3.090 1.311  -0.201
83 H 5.016 -0.507 -4.123  0.404
84 C 1.422 -3.014 -2.174  0.181
85 H 6.233 -0.898 2.006  0.180
86 H 0.270 2.922 1.462  0.634
87 H -2.949 -3.928 7.508  0.201
88 N -3.406 -3.364 -2.501  -0.357
89 H 2.254 4.566 2.611  0.274
90 C -1.833 -2.627 3.040  -0.575
91 H 2.029 0.829 -0.223  -0.200
92 C 3.569 3.647 1.589  0.472
93 O 0.572 -0.347 -5.507  -0.457
94 C -5.656 3.225 -1.206  -0.397
95 N 2.246 -3.540 3.468  -0.530
96 H 1.880 1.067 -5.042  0.441
97 H 3.580 1.591 1.654  0.115
98 H 0.909 -2.425 -5.122  0.206
99 H -5.607 2.933 1.354  0.364
100 H 2.491 -3.083 4.319  0.256
101 C -1.548 -2.656 6.692  0.413
102 C 1.279 1.410 -0.766  0.023
103 N 0.406 1.916 1.444  -0.365
104 C -0.312 -3.644 6.650  -1.059
105 H 2.669 -1.766 -4.399  -0.926
106 C 0.289 4.773 -0.999  0.657
107 H 0.053 -3.918 7.641  0.406
108 H -2.481 -3.483 2.932  0.389
109 H -0.545 -2.019 -5.977  0.301
110 H -1.034 -2.693 2.299  -0.001
111 H 3.003 -3.625 -3.325  0.229
112 H 4.824 2.290 0.717  0.178
113 H -0.424 5.270 -2.802  0.221
114 H -3.868 4.925 3.110  0.465
115 O -1.172 -0.614 -0.748  0.227
116 H -5.896 4.627 1.754  0.331

So which one wins? Going from most stable to least: arrangement 2, arrangement 1.

Arrangement 1

Entry from the OMol25 dataset: a structure of composition C36H46Cl5N2O4SeZr (the ωB97M-V functional and the def2-TZVPD basis).

Values from the calculation:
frontier orbital gap = 7.811 eV
net charge = +1
E_HOMO = -10.656 eV

Last column: Mulliken charge in e.
CARTESIAN COORDINATES (ANGSTROEM)
1 O -1.873 1.379 0.280  -0.384
2 C 3.929 4.436 0.266  -1.679
3 C -4.714 2.241 5.148  2.008
4 H -5.087 4.950 -0.442  0.476
5 H -5.865 1.295 -0.098  0.147
6 H 0.147 5.740 4.966  0.320
7 C 1.645 3.696 3.906  -0.466
8 H -0.558 0.579 -5.798  0.254
9 H 3.861 5.221 4.561  0.305
10 H -4.585 1.858 7.263  0.444
11 H -6.513 2.568 0.939  0.301
12 H 1.397 6.411 6.026  0.462
13 C -0.528 -2.773 0.224  1.470
14 H -2.775 3.177 -1.158  0.245
15 H -3.590 4.926 0.503  0.341
16 C -3.776 2.744 -1.152  -1.920
17 C 2.011 3.749 -1.145  -1.794
18 H 2.445 2.760 -1.289  0.094
19 C -2.803 -2.239 0.085  1.092
20 Cl 0.512 -5.254 0.524  -0.181
21 H -5.352 3.040 2.670  0.383
22 H -2.285 0.917 4.727  0.662
23 H -5.151 4.733 1.306  0.301
24 H 2.173 6.339 -0.649  0.480
25 H 4.276 4.942 1.168  0.300
26 C -3.994 1.663 6.366  -1.972
27 N 2.458 0.189 -2.859  -0.129
28 C -1.485 -1.793 0.091  -1.358
29 C 0.952 2.493 3.875  -0.545
30 H 4.370 3.435 0.258  0.320
31 H 3.571 -0.793 -1.553  0.315
32 C 1.225 5.846 5.107  -1.536
33 H -5.982 0.488 4.881  0.352
34 H 0.721 5.755 0.177  0.374
35 H -6.666 1.730 5.943  0.461
36 H 4.313 4.987 -0.595  0.479
37 O 0.986 1.627 0.345  -0.873
38 H 1.616 6.437 4.276  0.322
39 O 0.281 0.077 -2.222  -0.713
40 C -4.585 4.483 0.408  -1.658
41 C 1.886 3.600 1.442  -0.382
42 H -3.866 0.581 6.287  0.386
43 Cl 1.142 -2.170 0.216  -0.227
44 H -0.990 1.329 -4.239  0.313
45 H -6.410 2.824 -0.801  0.498
46 C -2.723 1.318 3.823  -0.439
47 H -5.454 3.924 6.295  0.470
48 C -0.768 -4.129 0.358  -0.777
49 H 0.931 3.667 -1.264  0.238
50 H -3.704 1.686 -1.405  0.181
51 H -5.470 4.210 4.556  0.315
52 C -4.415 2.497 2.651  -0.597
53 C 2.396 4.360 0.206  2.169
54 C -3.125 -3.587 0.216  -0.427
55 C -3.795 2.340 1.408  -0.230
56 H 1.811 2.757 6.548  0.386
57 C 0.744 1.862 2.665  0.276
58 H -1.068 -0.446 -4.429  0.307
59 C 3.416 4.663 5.387  -1.654
60 C -2.594 1.633 1.414  0.709
61 C -4.904 3.749 5.368  -1.594
62 H 2.098 6.342 1.110  0.347
63 H 0.268 3.616 6.364  0.354
64 C -3.929 2.009 3.858  -0.285
65 Cl -4.761 -4.098 0.210  -0.170
66 H -4.360 3.238 -1.931  0.613
67 C 2.080 4.205 2.687  -0.367
68 H 3.282 0.797 -1.152  0.113
69 H 3.098 0.345 -3.623  0.224
70 H 2.393 4.398 -1.936  0.593
71 Cl -2.481 -6.194 0.521  -0.165
72 C 1.353 3.741 6.421  -2.114
73 C -2.103 -4.533 0.355  0.917
74 H -3.941 4.259 5.441  0.325
75 H 3.926 3.699 5.457  0.357
76 N 2.891 -0.045 -1.556  -0.323
77 C 1.812 5.783 0.219  -1.816
78 H 1.568 4.323 7.319  0.444
79 H 0.560 2.052 4.782  0.489
80 C 1.905 4.472 5.197  1.957
81 Se -0.352 0.285 2.592  0.223
82 H 2.603 5.154 2.700  0.406
83 C -6.088 1.565 5.030  -1.610
84 C -2.074 1.145 2.616  0.020
85 C 1.149 0.202 -3.112  0.684
86 H -6.663 1.966 4.193  0.308
87 H 3.611 5.220 6.306  0.473
88 C -0.549 0.462 -4.722  -0.660
89 O 0.857 0.363 -4.372  -0.453
90 C -4.488 2.965 0.186  2.163
91 Zr -0.374 0.255 -0.158  1.064
92 H -3.012 2.121 6.514  0.275
93 C -5.902 2.376 0.056  -1.455
94 Cl -4.086 -1.086 -0.096  -0.142
95 C 1.227 2.366 1.451  0.786

Arrangement 2

Entry from the OMol25 dataset: a structure of composition C36H46Cl5N2O4SeZr (the ωB97M-V functional and the def2-TZVPD basis).

Values from the calculation:
frontier orbital gap = 8.176 eV
net charge = +1
E_HOMO = -10.748 eV

Last column: Mulliken charge in e.
CARTESIAN COORDINATES (ANGSTROEM)
1 C 2.138 0.373 1.165  -1.474
2 C 3.023 0.570 0.120  1.817
3 H -0.366 -5.240 1.123  0.378
4 H -1.390 -1.331 2.305  0.445
5 H -5.032 -0.425 -5.709  0.385
6 C -6.638 -0.744 3.264  -1.675
7 H -0.056 3.286 -1.685  0.098
8 H -6.737 1.846 -2.453  0.361
9 H -7.674 -0.865 3.590  0.469
10 C -7.314 0.840 1.441  -1.609
11 H -2.970 4.595 -3.717  0.325
12 C -5.714 0.925 -4.144  2.044
13 H 0.168 -0.968 2.727  0.071
14 O 0.763 -1.852 -0.296  -0.351
15 H -2.148 4.802 4.432  0.447
16 H -5.165 2.106 -5.898  0.400
17 Cl 1.827 -0.121 3.831  -0.257
18 H 1.262 -5.076 1.875  0.362
19 C -4.401 -0.029 1.353  -0.982
20 H -1.431 5.393 -3.396  0.491
21 C -2.819 2.060 2.397  -0.494
22 H -3.098 3.384 4.877  0.444
23 C -0.947 3.209 -5.012  -1.779
24 C -1.990 3.214 2.992  2.407
25 C -2.122 2.015 -3.138  -0.201
26 C -1.579 4.200 1.885  -1.683
27 H -6.259 1.608 4.651  0.436
28 Cl 5.363 0.829 -1.214  -0.180
29 H -5.722 -1.256 -4.307  0.324
30 H 0.762 2.529 -3.063  0.200
31 H -6.786 2.711 3.361  0.392
32 C 2.779 0.110 2.367  1.258
33 H -8.367 0.706 1.706  0.476
34 H -5.849 3.064 -4.567  0.403
35 C -4.150 1.855 2.774  0.022
36 Se -2.370 -1.051 -0.395  0.115
37 H -4.978 -0.842 0.928  0.511
38 C -4.348 0.971 -3.453  -0.689
39 C -4.017 0.020 -2.489  -0.815
40 H -1.003 5.020 2.322  0.495
41 H -1.859 3.226 -5.613  0.289
42 C -4.965 0.839 2.277  -0.774
43 H -0.057 2.192 2.995  0.186
44 H -6.787 -0.433 -5.456  0.446
45 H -7.812 1.005 -3.586  0.502
46 C -1.779 0.989 -2.260  0.967
47 H -0.050 -3.352 2.358  0.325
48 C -1.252 3.235 -3.508  2.067
49 H -6.430 -1.523 2.525  0.306
50 C -5.907 2.107 -5.094  -2.120
51 H 1.058 -5.991 0.374  0.258
52 Cl 4.879 -0.309 4.036  -0.172
53 C -3.093 0.149 0.949  0.895
54 C -2.036 4.514 -3.160  -1.712
55 C 0.703 -5.142 0.942  -0.889
56 C -2.292 1.184 1.442  0.368
57 C -2.784 4.009 4.035  -2.424
58 C -6.429 0.664 2.685  2.188
59 H -4.729 -0.734 -2.170  0.475
60 H -1.023 1.924 4.457  0.303
61 O -0.530 0.799 -1.740  -0.845
62 H -7.900 1.508 4.011  0.437
63 C 4.165 0.039 2.515  -0.748
64 H -5.988 -0.908 4.128  0.352
65 H -7.192 1.841 1.020  0.358
66 H -0.968 3.730 1.119  0.182
67 C -6.857 1.687 3.739  -2.173
68 C -0.742 2.658 3.695  -1.559
69 H 0.549 4.276 -3.009  0.537
70 H -7.068 0.113 0.662  0.346
71 O -1.011 1.288 0.978  -0.304
72 N -0.429 -1.327 1.991  -0.453
73 H -4.575 2.536 3.495  0.665
74 H -0.384 2.310 -5.278  0.376
75 H -6.828 0.077 -2.453  0.337
76 N -0.038 -2.632 1.659  -0.324
77 H -2.276 4.539 -2.092  0.313
78 H -3.647 2.710 -4.440  0.366
79 H -0.205 3.469 4.194  0.500
80 Cl 6.692 0.197 1.561  -0.163
81 C 4.990 0.260 1.409  0.902
82 H -2.465 4.626 1.406  0.374
83 H -3.669 4.483 3.600  0.470
84 O 0.967 -3.990 0.114  -0.322
85 C -2.770 0.061 -1.911  0.314
86 C 0.578 -2.805 0.479  0.786
87 C 4.407 0.537 0.179  -0.798
88 H -0.348 4.082 -5.287  0.467
89 C -5.818 -0.377 -4.950  -1.704
90 C -3.395 1.941 -3.723  -0.082
91 C 0.080 3.321 -2.764  -1.633
92 H -6.894 2.042 -5.556  0.447
93 Zr 0.107 0.161 -0.038  0.672
94 Cl 2.260 0.885 -1.438  -0.271
95 C -6.836 0.964 -3.093  -1.692

So which one wins? Going from most stable to least: arrangement 2, arrangement 1.